Entry from the Open Molecules 2025 dataset: a molecular structure, C33H29MoN5O2SSb (wB97M-V/def2-TZVPD).

Values from the calculation:
**Highest occupied orbital energy (alpha / beta)**: -16.6 / -16.9 eV
**Calculated total energy**: -2404.947496 a.u.
**Multiplicity**: 3
**Molar mass**: 777.395 g/mol
**⟨S²⟩**: 2.02
**Total charge**: +3

Last column: Mulliken spin population.
Element x y z (Å)
Sb: 1.537 0.240 3.208  0.0099
Mo: 0.047 -0.050 0.459  1.7772
S: -2.567 -1.063 0.205  0.0247
O: -1.605 -1.137 1.352  -0.0024
O: -2.863 -2.247 -0.519  0.0027
N: 0.714 -0.584 -1.502  -0.1619
N: -1.664 -0.003 -0.672  -0.0057
N: 0.910 -1.942 1.073  0.0137
N: -0.795 1.609 1.590  0.0565
N: 1.734 1.280 0.304  -0.0339
C: -2.083 2.555 3.832  0.0034
C: 3.500 2.582 -0.592  -0.0050
C: -0.386 1.221 2.816  0.0044
C: 0.262 -3.475 -0.766  0.0114
C: 1.966 -0.888 -1.831  0.0670
C: 1.342 2.394 -1.853  0.0228
C: 1.554 -4.077 2.714  0.0139
C: 2.209 2.056 -0.687  0.0231
C: -5.114 -0.259 -0.098  0.0027
C: -2.231 -0.264 -4.375  -0.0115
C: 2.345 -1.166 -3.148  -0.0051
C: -1.033 1.642 3.961  0.0078
C: -6.303 0.292 0.345  0.0000
C: 3.725 1.593 1.574  -0.0195
C: -2.520 -0.020 -3.013  0.0179
C: 4.273 2.324 0.519  0.0151
C: 1.399 -1.107 -4.147  0.0260
C: -4.029 -0.313 0.777  0.0008
C: 1.124 -4.280 1.424  -0.0027
C: -0.980 -0.636 -4.783  0.0234
C: -1.816 2.466 1.441  0.0083
C: 2.443 1.098 1.445  0.0404
C: -6.409 0.748 1.656  0.0009
C: -2.234 2.911 0.081  0.0163
C: 0.780 -3.202 0.605  0.0314
C: 1.632 -2.771 3.194  -0.0155
C: 1.296 -1.733 2.351  0.0280
C: -0.234 -0.526 -2.479  0.0053
C: -4.130 0.120 2.090  -0.0001
C: -1.535 -0.176 -2.074  0.0414
C: -2.451 2.981 2.577  -0.0015
C: 0.067 -0.766 -3.833  -0.0140
C: -5.334 0.651 2.526  -0.0007
H: 2.691 -0.920 -1.024  -0.0055
H: 5.277 2.721 0.592  0.0001
H: -3.294 0.012 2.767  0.0003
H: -3.183 2.442 -0.188  0.0002
H: 1.346 3.475 -1.996  0.0012
H: 0.029 -4.534 -0.855  0.0003
H: -2.582 2.939 4.711  0.0000
H: 1.814 -4.914 3.349  -0.0001
H: 1.032 -5.281 1.026  0.0006
H: 1.723 1.944 -2.771  0.0014
H: -3.520 0.284 -2.733  0.0010
H: -0.770 -0.822 -5.827  -0.0001
H: -3.238 3.711 2.450  0.0003
H: -7.347 1.156 2.007  0.0000
H: -3.025 -0.151 -5.101  0.0002
H: -2.387 3.991 0.085  0.0026
H: -5.443 0.971 3.553  -0.0001
H: -1.497 2.662 -0.678  -0.0058
H: -0.704 1.322 4.941  0.0004
H: -5.046 -0.680 -1.093  0.0001
H: 1.002 -3.241 -1.531  0.0014
H: -0.649 -2.919 -0.967  -0.0076
H: -7.156 0.340 -0.316  0.0000
H: 4.291 1.445 2.485  0.0002
H: 0.312 2.075 -1.705  -0.0078
H: 3.373 -1.422 -3.359  0.0003
H: 1.669 -1.317 -5.174  -0.0006
H: 3.871 3.204 -1.394  -0.0002
H: 1.944 -2.578 4.213  0.0002

---

Entry from the Open Molecules 2025 dataset: a molecular structure, C33H30AsN4PRuS (wB97M-V/def2-TZVPD).

Values from the calculation:
**Highest occupied orbital energy**: -13.2 eV
**Calculated total energy**: -4564.355680 a.u.
**Molar mass**: 721.664 g/mol
**Relative energy (zero: lowest compared OMol25 entry of this formula, charge and spin)**: 0.0 kcal/mol
**Total charge**: +2

Last column: Mulliken charge in e.
Element x y z (Å)
Ru: -0.328 -0.235 1.096  0.0624
As: -0.670 0.684 -1.146  1.2792
S: -0.749 -3.263 -0.355  -0.0524
P: 1.897 -0.579 1.133  2.6275
N: -0.546 -0.847 3.112  0.4298
N: -0.245 1.634 2.199  0.6178
N: -0.485 2.684 4.108  -0.1059
N: -0.808 -0.361 5.230  -0.1369
C: -0.560 -1.902 0.301  0.1859
C: -5.106 -0.471 -1.955  -0.8310
C: -1.537 -0.888 -3.209  0.6961
C: -0.338 -0.352 -2.727  0.0521
C: 2.452 -2.244 0.766  0.3870
C: -4.882 0.368 -0.870  -0.8643
C: 2.760 -4.533 1.444  -0.7937
C: 3.156 -4.858 0.153  -0.5850
C: -1.501 -1.708 -4.331  -0.7738
C: -4.055 -0.909 -2.748  -0.6123
C: 0.877 3.056 -1.732  -0.1690
C: -0.412 2.552 -1.571  0.2988
C: -0.027 5.243 -2.149  -0.5868
C: 2.407 -3.228 1.752  -0.5731
C: -1.509 3.396 -1.712  -0.0099
C: -0.267 3.647 3.149  -0.9200
C: -0.854 -1.732 5.128  -0.7631
C: -0.125 2.984 1.969  -0.3789
C: 3.205 -3.880 -0.831  -0.7294
C: -0.630 0.137 3.995  -0.1244
C: 0.891 -1.419 -4.480  -0.9632
C: -0.470 1.488 3.496  0.3330
C: -2.757 -0.507 -2.458  0.2255
C: 2.563 -0.206 2.783  -1.6351
C: 2.850 -2.575 -0.528  -0.3012
C: -3.590 0.779 -0.570  -0.3433
C: -0.699 -2.021 3.807  -0.6578
C: 0.870 -0.604 -3.356  -0.4720
C: -0.292 -1.972 -4.957  -0.8229
C: -1.311 4.741 -1.997  -0.7937
C: 1.068 4.398 -2.024  -0.8021
C: -2.544 0.348 -1.372  0.2403
C: 2.904 0.506 0.094  -1.4827
H: -6.115 -0.784 -2.189  0.4371
H: -5.713 0.702 -0.263  0.4410
H: 0.050 3.383 0.983  0.2642
H: -2.413 -2.136 -4.727  0.4338
H: -0.916 0.157 6.088  0.1875
H: -0.235 4.695 3.389  0.4151
H: 0.121 6.290 -2.378  0.4157
H: 2.070 4.783 -2.164  0.4458
H: -4.256 -1.559 -3.590  0.4425
H: 3.638 -0.394 2.783  0.4633
H: 1.792 -0.159 -3.005  0.4352
H: 1.737 2.407 -1.658  0.3436
H: 2.104 -2.985 2.763  0.3334
H: 2.737 -5.294 2.212  0.4410
H: -0.688 -2.979 3.316  0.5524
H: 1.824 -1.615 -4.989  0.4692
H: 2.388 0.847 3.003  0.4128
H: 3.437 -5.875 -0.084  0.4281
H: -0.642 2.868 5.086  0.1887
H: -2.516 3.013 -1.614  0.4095
H: 2.756 1.535 0.419  0.4647
H: 3.521 -4.133 -1.834  0.4519
H: 2.103 -0.818 3.556  0.3150
H: 2.879 -1.824 -1.308  0.1478
H: 3.953 0.232 0.218  0.5784
H: -1.007 -2.364 5.985  0.4329
H: -0.272 -2.603 -5.834  0.4332
H: 2.642 0.421 -0.958  0.0981
H: -3.414 1.444 0.270  0.5252
H: -2.166 5.394 -2.112  0.4415

---

Entry from the Open Molecules 2025 dataset: a molecular structure, C33H30Br2FN4SSbTi at a distorted geometry (wB97M-V/def2-TZVPD).

Values from the calculation:
**Highest occupied orbital energy (alpha / beta)**: -7.6 / -7.8 eV
**Calculated total energy**: -8230.329672 a.u.
**Multiplicity**: 3
**Molar mass**: 863.131 g/mol
**⟨S²⟩**: 2.01
**Relative energy (zero: lowest compared OMol25 entry of this formula, charge and spin)**: 9.9 kcal/mol
**Total charge**: 0

Last column: Mulliken spin population.
Element x y z (Å)
Sb: -0.634 -0.122 3.326  -0.0139
Br: 1.471 1.155 -3.169  0.0719
Br: -1.490 1.978 -0.713  0.0188
Ti: -0.173 -0.148 -0.527  1.0285
S: 1.668 1.153 0.540  -0.0219
F: -4.900 -3.948 1.275  0.0001
N: -0.662 -1.266 -2.276  0.0327
N: 2.690 -1.322 -0.113  -0.0009
N: 1.446 -1.438 -0.672  -0.0775
N: 4.084 0.125 0.891  -0.0020
C: -0.946 1.895 5.579  0.0003
C: -2.582 -3.626 1.003  -0.0007
C: -2.883 -3.406 5.306  0.0001
C: -2.186 -2.112 -3.882  0.0080
C: 0.972 -2.811 3.162  0.0029
C: -0.093 1.888 7.824  0.0000
C: 2.309 -0.891 3.642  0.0133
C: 0.506 0.132 6.286  -0.0010
C: 3.449 -1.684 3.648  -0.0002
C: -0.442 -3.504 -3.005  0.0072
C: 2.110 -3.608 3.153  -0.0023
C: 1.050 -1.439 3.396  -0.0016
C: -0.264 0.715 5.282  0.0010
C: -3.453 -1.103 3.881  0.0000
C: 0.592 0.713 7.545  -0.0001
C: -4.489 -1.875 4.395  0.0001
C: -0.027 -2.444 -2.227  0.0034
C: -4.207 -3.033 5.099  0.0000
C: -3.867 -3.136 0.957  -0.0011
C: -1.854 -2.626 4.803  0.0001
C: -0.867 2.479 6.837  0.0000
C: -1.704 -1.090 -3.074  0.0152
C: 1.192 -2.503 -1.352  0.0327
C: -2.124 -1.469 4.069  0.0000
C: 2.088 -3.689 -1.407  0.0008
C: -3.074 -0.996 0.279  0.0357
C: -1.548 -3.335 -3.834  -0.0026
C: -4.137 -1.834 0.588  0.0028
C: 3.354 -3.043 3.392  0.0004
C: -1.544 -2.763 0.666  -0.0061
C: 0.353 2.441 -3.881  0.8521
C: -1.731 -1.420 0.311  -0.0503
C: 2.848 -0.115 0.421  0.0160
H: 0.632 3.467 -3.727  0.0201
H: 4.413 -1.236 3.853  0.0000
H: 2.942 -3.541 -0.756  0.0003
H: 0.008 -3.277 3.020  0.0038
H: -5.517 -1.574 4.234  0.0000
H: -3.298 0.028 0.008  -0.0005
H: 2.021 -4.672 2.971  0.0000
H: -0.022 2.341 8.804  0.0000
H: -0.830 -2.923 5.000  -0.0002
H: -0.396 2.115 -4.579  0.0268
H: 2.412 0.172 3.837  -0.0006
H: -3.697 -0.210 3.316  -0.0003
H: 1.044 -0.792 6.102  0.0000
H: -2.160 -0.106 -3.028  -0.0040
H: 0.080 -4.449 -2.963  0.0014
H: 1.540 -4.580 -1.090  0.0014
H: -1.902 -4.163 -4.432  -0.0002
H: 4.778 -0.598 0.832  0.0001
H: -1.409 3.393 7.041  0.0000
H: -2.654 -4.302 5.868  0.0000
H: 4.297 1.002 1.328  -0.0004
H: -5.012 -3.643 5.487  0.0000
H: -5.160 -1.484 0.563  0.0000
H: 1.193 0.242 8.312  0.0000
H: 2.442 -3.868 -2.425  0.0009
H: -0.542 -3.180 0.671  -0.0106
H: -1.553 2.379 4.820  -0.0002
H: 4.244 -3.661 3.393  0.0000
H: -3.045 -1.938 -4.512  0.0002
H: -2.408 -4.653 1.297  -0.0001

---

Q: Which of these has the highest calculated total energy?
A: C33H29MoN5O2SSb

---

Q: Look up the calculated total energy of the first one.
A: -2404.947496 a.u.

---

Q: Which of these has the highest calculated total energy?
A: C33H29MoN5O2SSb

---

Q: Which of these has the highest molar mass?
A: C33H30Br2FN4SSbTi